116
Properties=species:S:1:pos:R:3:forces:R:3 method="wB97M-V/def2-TZVPD" de_lowest_ev=2.9769 energy_ha=-2899.14952 e_homo_ev=-11.59 gap_ev=8.98 lumo_ev=-2.61 largest_force_ha_per_bohr=0.0682 charge=+1
C -0.625834 6.312738 0.709717 0.282 -0.306 0.322
C 0.891474 5.885762 0.620654 0.019 0.940 -0.383
C 1.683700 6.530782 -0.586305 -0.019 -0.709 -0.310
C 0.966455 6.379425 -1.983978 0.695 -0.234 0.200
C 0.683858 4.876086 -2.364114 -0.816 0.632 -0.224
C -0.479694 4.831146 -3.441481 1.513 -0.112 -0.452
C -0.696215 3.390390 -4.028247 -0.585 0.271 0.270
C -1.841730 2.572349 -3.307391 0.353 0.151 -0.414
C -1.567899 1.011915 -3.311533 -0.650 0.906 0.553
C -0.610839 0.587208 -2.137297 0.529 0.024 -0.750
C -0.218550 -0.957753 -2.185662 -1.580 0.288 -0.239
C -0.789740 -1.726230 -0.928913 0.725 0.353 0.206
C 0.324177 -2.112373 0.139466 -2.453 -1.881 -0.278
N 0.945837 -0.833968 0.596081 -0.637 0.454 0.700
C 2.229550 -0.418357 -0.018186 2.032 1.155 -0.978
C 3.175650 -1.560568 -0.534792 -0.313 -0.823 -0.345
B 4.759802 -1.171473 -0.471388 1.150 0.350 -0.448
O 5.550352 -1.262181 0.689104 -1.603 0.751 -0.163
C 5.504649 -0.698543 -1.826717 -0.435 -0.466 0.153
C 4.820075 0.547374 -2.524354 0.868 -1.139 -0.227
C 2.843709 -3.006489 0.024792 -0.617 -0.063 -0.663
C 3.270700 -3.346526 1.475190 0.749 -0.091 0.635
C 2.737479 -2.461562 2.621713 -1.647 0.060 2.052
C 1.777318 -3.067995 3.545609 0.351 1.944 0.735
C 1.245770 -2.319002 4.680868 0.591 0.797 -0.634
C 1.584969 -0.943670 4.959861 1.729 -1.094 -2.846
C 2.573911 -0.314327 4.023105 -1.153 -1.210 0.917
C 3.046855 1.171041 4.199003 -0.576 -0.788 -1.130
C 3.115802 -1.095745 2.924000 -0.915 -0.027 0.759
C 1.289121 -3.254553 -0.321167 1.031 0.559 -0.718
C 0.815660 -4.699066 0.045943 0.737 -0.084 0.068
F 0.457674 -4.854302 1.376604 0.157 0.372 -1.183
F 1.877037 -5.570805 -0.150754 -1.045 1.100 0.035
C -0.385731 -5.269778 -0.808880 -0.116 -2.055 0.137
F -0.114845 -6.612812 -1.013142 -0.428 1.415 0.180
F -0.528485 -4.728705 -2.052882 0.279 0.112 1.301
C -1.786634 -5.277602 -0.048617 -1.344 -0.342 -1.062
F -2.737950 -5.500691 -1.017551 0.979 0.321 1.017
F -2.096143 -4.084951 0.527021 0.521 -1.066 -0.230
F -1.903591 -6.280554 0.833306 0.488 1.269 -0.553
H -0.745772 7.103019 1.492610 -0.027 -0.671 -0.682
H -1.225685 5.417124 1.009738 0.288 0.867 -0.172
H -1.043532 6.712301 -0.243122 0.390 -0.388 0.660
H 0.995899 4.776474 0.546290 -0.145 0.846 0.191
H 1.390936 6.237677 1.556575 -0.291 -0.593 -0.649
H 1.967704 7.596657 -0.402030 -0.434 -0.796 -0.062
H 2.650164 5.956149 -0.662083 -0.712 0.624 0.065
H 1.668505 6.780273 -2.761962 -0.659 -0.185 0.591
H 0.034951 6.997824 -2.053933 0.723 -0.599 0.178
H 0.397002 4.275494 -1.462863 0.193 0.444 -0.671
H 1.621586 4.432274 -2.798572 -0.882 0.285 0.374
H -0.105698 5.475366 -4.287088 -0.463 -0.464 0.736
H -1.405920 5.327714 -3.064301 0.588 -0.630 -0.158
H 0.267579 2.822519 -3.979308 -0.649 0.476 -0.039
H -0.961902 3.506097 -5.111612 0.230 -0.350 0.892
H -1.999028 2.939750 -2.256840 0.295 -0.367 -0.784
H -2.792214 2.820242 -3.851765 0.743 -0.483 0.542
H -2.578345 0.542885 -3.146072 1.065 -0.008 -0.319
H -1.154274 0.724973 -4.309975 -0.354 0.023 0.819
H 0.334687 1.183220 -2.208816 -0.761 -0.183 0.085
H -1.130531 0.876655 -1.187059 0.494 -0.336 -0.593
H 0.866973 -1.126336 -2.384596 -0.776 0.120 0.340
H -0.765640 -1.365320 -3.080289 0.692 0.249 0.760
H -1.396229 -2.598524 -1.253482 0.692 0.484 0.433
H -1.500396 -1.048743 -0.373987 0.512 -0.650 -0.601
H -0.262110 -2.514635 1.012491 0.790 0.585 -0.553
H 0.265214 -0.087126 0.373022 0.247 -0.359 0.046
H 0.953054 -0.848188 1.634879 0.815 -0.099 -0.399
H 1.986157 0.234527 -0.899133 0.030 -0.664 0.863
H 2.801543 0.250380 0.676228 -0.988 -0.671 -0.259
H 2.979244 -1.637159 -1.645737 0.058 -0.007 1.034
H 5.896618 -0.382200 0.928269 0.498 -0.717 -0.302
H 6.605433 -0.575241 -1.648361 -0.991 0.160 -0.166
H 5.419795 -1.591762 -2.518072 0.072 0.804 0.489
H 3.809996 0.227630 -2.877214 0.535 0.618 0.428
H 4.809756 1.396180 -1.803982 -0.226 -0.375 -0.844
H 5.417759 0.775379 -3.446615 -0.651 0.208 0.935
H 3.377685 -3.716193 -0.666218 -0.389 0.617 0.813
H 4.395336 -3.348040 1.533103 -1.023 0.175 -0.204
H 2.985923 -4.408501 1.706212 0.135 1.048 -0.272
H 1.429023 -4.115507 3.465511 0.490 0.791 -0.219
H 0.527139 -2.810005 5.379957 0.715 0.284 -0.782
H 1.128377 -0.426513 5.824962 0.525 -0.206 -0.746
H 4.153624 1.188683 4.071019 -0.780 0.225 0.453
H 2.609842 1.764310 3.345617 0.417 -0.439 0.798
H 2.679852 1.659116 5.127889 0.508 -0.579 -0.541
H 3.844772 -0.572024 2.275622 -0.376 -0.596 0.567
H 1.284544 -3.223710 -1.449190 -0.063 -0.190 1.027
C -3.356999 1.440138 8.137273 -0.014 0.002 0.023
C -2.844068 0.535267 7.215569 0.005 0.153 0.028
C -2.074399 0.986934 6.153592 0.049 -0.204 -0.069
C -1.821784 2.346564 6.027930 -0.294 -0.215 0.408
C -2.335704 3.258547 6.938966 0.008 0.247 0.051
C -3.106980 2.799653 7.997042 0.028 -0.173 -0.068
N -0.987961 2.825774 4.921012 0.092 0.240 -0.129
O -0.566048 1.998540 4.125442 -0.015 0.044 0.063
O -0.758673 4.017205 4.857752 -0.029 -0.323 -0.032
H -3.953502 1.083888 8.969143 0.031 0.024 -0.059
H -3.042621 -0.523605 7.327657 0.022 0.062 -0.039
H -1.679111 0.274836 5.440533 0.051 0.188 -0.038
H -2.143752 4.319006 6.839772 0.089 -0.113 -0.138
H -3.510943 3.501656 8.715766 0.043 -0.011 -0.071
C -4.720131 -5.092406 -3.449053 0.014 -0.038 0.035
C -3.868200 -4.015663 -3.666094 -0.208 -0.059 -0.071
C -4.177718 -3.069047 -4.631532 0.210 0.131 0.078
C -5.343357 -3.208452 -5.370345 0.106 -0.392 0.387
C -6.196332 -4.283653 -5.167410 -0.186 -0.090 -0.052
C -5.879782 -5.229215 -4.201195 0.160 0.135 0.018
N -5.684237 -2.193911 -6.374777 -0.114 0.297 -0.326
O -4.901110 -1.273501 -6.537812 -0.124 -0.230 0.101
O -6.728801 -2.327809 -6.982525 0.249 -0.023 0.176
H -4.479149 -5.827291 -2.690475 -0.031 0.031 -0.073
H -2.963679 -3.913534 -3.078647 -0.032 -0.006 -0.069
H -3.508959 -2.233562 -4.793726 -0.182 0.018 -0.147
H -7.103581 -4.396100 -5.746627 0.107 0.179 -0.050
H -6.539524 -6.071053 -4.031631 0.019 0.065 -0.046

119
Properties=species:S:1:pos:R:3:forces:R:3 method="wB97M-V/def2-TZVPD" de_lowest_ev=3.0788 energy_ha=-7743.66447 e_homo_ev="-11.89 / -11.91" gap_ev="3.98 / 5.98" lumo_ev="-7.91 / -5.93" largest_force_ha_per_bohr=0.0243 charge=+2
Sn -0.371373 -0.773936 -0.399636 0.586 -0.127 -0.206
C -1.618773 -1.097036 4.804964 0.004 0.327 0.162
N -1.239573 -2.314136 4.132164 0.027 0.124 -0.479
C -1.505373 -3.516436 4.896764 0.038 -0.348 0.156
C -0.924273 -2.343936 2.814464 0.535 -0.535 0.410
N -1.248073 -1.365836 1.985764 -0.433 0.576 -0.472
C -2.478573 -0.755036 2.082564 0.412 0.007 0.074
C -3.584873 -1.583736 2.322064 -0.723 -0.029 0.056
C -4.882073 -1.102736 2.344464 0.411 -0.538 0.116
C -5.109573 0.233964 2.119764 0.136 0.631 -0.140
C -4.038573 1.112864 1.863164 -0.218 -0.146 0.079
C -4.332473 2.468764 1.611764 -0.323 -0.486 0.123
C -3.329073 3.355264 1.313264 0.895 0.283 -0.087
C -2.013473 2.922364 1.321264 -0.751 0.904 -0.115
C -1.654973 1.606664 1.638064 1.124 -0.541 0.054
N -0.318473 1.281764 1.640764 -1.128 -0.496 -0.015
C 0.568427 2.149264 2.088164 0.896 0.603 0.311
N 1.839027 2.122164 1.623564 -0.448 0.135 0.239
C 2.991327 2.461464 2.432064 0.196 0.108 0.170
C 2.172327 1.709364 0.287264 -0.068 -0.294 -0.374
N 0.331027 3.043864 3.094164 -0.169 -0.190 -0.289
C 0.874327 4.390964 3.060864 0.206 0.228 0.010
C -0.733473 2.893864 4.059364 -0.162 -0.109 0.284
C -2.687973 0.640064 1.852064 -0.085 -0.260 -0.036
N -0.142873 -3.362836 2.366564 -0.529 0.087 0.330
C -0.603473 -4.157336 1.247364 -0.205 -0.086 -0.342
C 0.855127 -4.006036 3.191464 0.198 -0.110 0.185
H -1.226573 -1.129136 5.823264 -0.011 0.066 -0.049
H -2.706073 -0.977036 4.853464 0.052 0.014 0.038
H -1.188873 -0.249136 4.277764 0.028 0.057 0.059
H -2.472373 -3.402936 5.391364 0.021 -0.001 0.000
H -0.743373 -3.682036 5.661264 -0.036 -0.030 -0.015
H -1.564673 -4.387336 4.250364 0.050 0.011 -0.021
H -3.403273 -2.641936 2.453264 -0.021 -0.038 -0.008
H -5.701873 -1.780436 2.527964 -0.079 -0.036 -0.016
H -6.113573 0.629064 2.123664 -0.111 0.047 0.013
H -5.362573 2.789564 1.631464 -0.119 0.023 0.017
H -3.552573 4.384064 1.076064 -0.037 0.076 -0.049
H -1.222873 3.609964 1.053564 -0.001 0.044 0.002
H 2.713127 2.540664 3.477764 0.014 -0.002 0.045
H 3.449927 3.398564 2.107364 -0.005 -0.006 0.033
H 3.731127 1.665264 2.324964 -0.026 0.022 -0.007
H 1.261327 1.606264 -0.297636 0.060 0.097 -0.116
H 2.704627 0.753264 0.279164 -0.011 0.034 0.031
H 2.816527 2.467364 -0.161836 -0.075 0.004 -0.133
H 1.414827 4.568964 2.136264 0.037 -0.012 -0.013
H 1.536127 4.581964 3.908264 0.001 -0.001 -0.033
H 0.046627 5.103464 3.114964 0.008 -0.028 -0.017
H -1.032273 1.852464 4.136164 -0.012 -0.006 0.050
H -1.611773 3.494064 3.799164 0.061 -0.025 0.057
H -0.365773 3.229264 5.032364 -0.044 -0.066 -0.046
H -1.078673 -3.525136 0.498164 0.052 -0.218 0.026
H -1.318873 -4.916936 1.582464 -0.011 -0.005 0.007
H 0.246027 -4.668436 0.803964 -0.034 0.064 -0.077
H 0.519627 -4.958136 3.611064 -0.031 0.025 0.019
H 1.168527 -3.342736 3.991864 -0.007 0.021 0.073
H 1.723427 -4.207136 2.560964 0.012 0.017 0.017
C 1.554727 -5.167436 -2.528236 0.047 0.114 0.111
C 2.894827 -5.231836 -2.189536 -0.207 0.037 -0.037
C 3.380227 -4.365636 -1.223336 -0.118 0.271 0.194
C 2.521627 -3.426136 -0.654136 -0.201 -0.464 -0.533
N 1.239927 -3.327136 -1.042136 0.001 0.160 0.211
C 0.767927 -4.200236 -1.915036 0.158 -0.351 -0.207
C 2.863327 -2.567236 0.481664 0.051 0.196 0.102
C 4.106527 -2.598936 1.131364 -0.274 -0.031 -0.302
C 4.324927 -1.871736 2.282564 0.228 0.070 0.203
C 3.319727 -1.090436 2.826164 -0.187 -0.042 -0.140
C 2.080427 -1.033036 2.189064 -0.190 0.182 0.167
C 1.896527 -1.746436 1.038164 0.751 0.003 0.138
H 1.113027 -5.841736 -3.242836 -0.031 -0.091 -0.086
H 3.542027 -5.966136 -2.646636 0.068 -0.014 -0.005
H 4.407327 -4.438336 -0.908436 0.133 0.015 0.043
H -0.284073 -4.138936 -2.129736 0.085 -0.156 -0.023
H 4.897727 -3.215436 0.730564 0.047 -0.044 0.005
H 5.284127 -1.928736 2.776364 0.067 -0.002 0.002
H 3.486627 -0.538136 3.739164 -0.005 0.046 0.097
H 1.277827 -0.440136 2.592864 -0.199 0.162 0.149
F -4.093973 -1.130936 -2.224236 -0.019 0.188 0.237
C -3.524173 -1.891036 -3.164136 -0.263 0.020 -0.119
F -3.732973 -1.309336 -4.339036 0.308 -0.099 0.034
F -4.124173 -3.069736 -3.140136 0.035 -0.232 -0.105
S -1.732573 -2.117436 -2.781436 -0.376 0.362 -1.033
O -1.080673 -0.830436 -2.924736 -0.212 0.395 0.156
O -1.262873 -3.123236 -3.666736 -0.304 -0.525 -0.412
O -1.785473 -2.477836 -1.356536 0.003 0.032 1.028
N -3.743373 3.832364 -3.854236 -0.195 0.149 -0.133
C -3.084573 3.017864 -3.015636 0.212 -0.213 0.334
C -1.680673 3.017864 -2.937136 -0.055 0.108 -0.057
C -1.057273 2.145964 -2.082736 0.241 0.115 -0.085
N -1.705773 1.310364 -1.268836 0.079 -0.405 0.389
C -3.038873 1.328064 -1.312436 -0.082 0.103 -0.237
C -3.760873 2.138864 -2.152336 0.074 0.068 -0.048
H -3.240973 4.411964 -4.502336 -0.069 -0.001 -0.037
H -4.742073 3.765064 -3.952636 0.086 0.052 -0.055
H -1.103973 3.693864 -3.554136 0.089 -0.061 -0.028
H 0.027727 2.096764 -2.053336 -0.069 0.001 -0.073
H -3.548473 0.649164 -0.643536 -0.057 -0.031 -0.048
H -4.837273 2.101064 -2.160836 -0.198 -0.074 0.042
C 4.257927 3.143464 -5.347036 -0.483 -0.008 0.259
Ge 2.711827 2.566764 -4.254436 0.301 -0.664 0.226
C 1.106227 2.245564 -5.373636 0.458 0.194 0.330
C 2.394627 3.920864 -2.825636 0.062 -0.321 -0.545
C 3.326127 0.821464 -3.374436 -0.475 0.694 -0.364
Se 2.003627 -0.472936 -2.713236 0.512 0.386 0.239
C 1.541027 -1.329736 -4.372936 -0.023 0.029 -0.199
H 4.039427 4.095964 -5.823436 -0.011 0.097 -0.055
H 4.484027 2.421164 -6.125836 -0.044 -0.128 -0.062
H 5.145127 3.270064 -4.732536 0.054 -0.002 0.119
H 0.699727 3.193164 -5.716836 -0.046 0.144 -0.030
H 0.330527 1.709964 -4.833936 -0.071 -0.099 0.122
H 1.382527 1.673264 -6.254436 0.057 -0.099 -0.077
H 2.203227 4.880764 -3.299336 -0.038 0.117 -0.037
H 3.285727 4.030864 -2.214136 0.147 -0.029 0.066
H 1.553227 3.690464 -2.181236 -0.159 -0.088 0.096
H 3.939427 1.075664 -2.511036 0.091 -0.017 0.024
H 3.957527 0.285864 -4.084436 0.019 -0.046 0.082
H 1.190427 -0.586936 -5.080736 -0.049 0.032 -0.079
H 0.737427 -2.025736 -4.159936 0.075 -0.073 -0.072
H 2.408227 -1.854736 -4.764936 0.023 0.001 0.031